This record from the OMol25 dataset describes C25H29N5O5S in the gas phase. The level of theory is the ωB97M-V functional and the def2-TZVPD basis.

Last column: Löwdin charge in e.
Cartesian coordinates (Å):
C 2.333 1.338 -3.520  -0.08
C 2.626 1.752 -2.076  -0.18
C 3.224 0.617 -1.296  -0.19
C 4.562 0.281 -1.470  -0.03
C 5.141 -0.768 -0.782  -0.07
C 4.388 -1.509 0.114  -0.08
C 3.057 -1.195 0.308  -0.04
C 2.474 -0.148 -0.400  -0.26
N 1.113 0.165 -0.142  0.04
C 0.049 -0.439 -0.722  -0.41
O -1.097 -0.167 -0.355  0.04
C 0.270 -1.403 -1.780  -0.29
S 1.775 -2.026 -2.382  1.12
N 1.084 -2.966 -3.501  -0.25
C -0.230 -2.877 -3.490  -0.26
C -1.064 -3.634 -4.443  -0.49
N -0.360 -4.414 -5.287  0.17
O -2.282 -3.554 -4.459  0.05
C -0.773 -1.990 -2.507  -0.27
N -2.080 -1.792 -2.319  0.18
C 0.850 1.106 0.937  -0.08
C -0.275 2.076 0.480  -0.44
O -0.211 2.617 -0.603  0.07
N -1.198 2.346 1.411  0.11
C -2.336 3.201 1.181  -0.10
C -3.644 2.431 1.413  -0.31
C -3.875 1.312 0.391  -0.12
C -4.539 0.224 1.231  -0.14
C -3.830 0.419 2.568  -0.19
O -3.615 1.815 2.700  -0.10
C 0.585 0.404 2.228  -0.23
C -0.113 -0.726 2.538  -0.02
C 0.004 -0.891 3.942  -0.01
C 0.764 0.146 4.391  -0.32
C 1.220 0.521 5.755  -0.01
O 1.123 0.936 3.354  0.10
H 1.981 2.197 -4.085  0.08
H 1.560 0.574 -3.549  0.05
H 3.226 0.942 -4.000  0.07
H 3.335 2.583 -2.085  0.12
H 1.699 2.095 -1.616  0.09
H 5.158 0.864 -2.158  0.12
H 6.183 -1.005 -0.937  0.11
H 4.837 -2.324 0.663  0.11
H 2.452 -1.755 1.006  0.12
H 0.644 -4.425 -5.224  0.09
H -0.839 -4.962 -5.980  0.12
H -2.355 -1.096 -1.641  0.09
H -2.715 -2.227 -2.973  0.09
H 1.746 1.726 1.063  0.18
H -1.244 1.792 2.253  0.13
H -2.285 3.566 0.154  0.13
H -2.290 4.049 1.874  0.13
H -4.475 3.152 1.408  0.15
H -4.487 1.645 -0.443  0.12
H -2.915 0.958 0.016  0.09
H -4.392 -0.775 0.829  0.11
H -5.607 0.417 1.339  0.11
H -4.415 0.090 3.430  0.12
H -2.866 -0.110 2.569  0.10
H -0.645 -1.357 1.856  0.11
H -0.422 -1.677 4.530  0.11
H 0.820 1.494 6.035  0.09
H 0.882 -0.223 6.470  0.08
H 2.307 0.583 5.788  0.08

The orbital gap comes out at 0.300 Ha. The calculation puts the HOMO energy at -8.11 eV. Its SMILES is CCc1ccccc1N(C(=O)c1snc(C(N)=O)c1N)[C@@H](C(=O)NC[C@H]1CCCO1)c1ccc(C)o1. The calculation puts the energy above the lowest of the compared OMol25 structures with the same formula, charge and spin at 3.0 kcal/mol. Its net charge is 0.



This record from the OMol25 dataset describes C4H6N4 in the gas phase. The level of theory is the ωB97M-V functional and the def2-TZVPD basis.

Last column: Löwdin charge in e.
Cartesian coordinates (Å):
N -2.504 1.502 1.714  0.19
C -1.825 0.923 1.003  -0.18
C -0.938 0.070 0.174  -0.49
N -0.808 -1.152 0.917  0.09
C -1.421 -0.123 -1.224  -0.18
N -1.950 -0.342 -2.207  0.19
C 0.388 0.966 -0.016  -0.19
N 1.166 0.491 -1.180  0.01
H -1.568 -1.194 1.536  0.06
H -0.849 -1.978 0.204  0.15
H 0.151 2.006 0.143  0.11
H 0.974 0.788 0.893  0.11
H 1.488 -0.452 -1.137  0.06
H 2.084 0.950 -1.256  0.08

The orbital gap comes out at 0.395 Ha. The calculation puts the HOMO energy at -10.16 eV. Its SMILES is N#CC(N)(C#N)CN. The calculation puts the energy above the lowest of the compared OMol25 structures with the same formula, charge and spin at 53.4 kcal/mol. Its net charge is 0.



This record from the OMol25 dataset describes a molecular structure, C28H60AsF6N4O8. The level of theory is the ωB97M-V functional and the def2-TZVPD basis.

Last column: Löwdin charge in e.
Cartesian coordinates (Å):
As -0.242 -0.552 -0.131  0.70
F 0.592 -2.049 -0.432  -0.25
F -0.215 -0.977 1.549  -0.25
F -1.060 0.942 0.180  -0.26
F -0.218 -0.214 -1.818  -0.24
F -1.809 -1.267 -0.283  -0.24
F 1.306 0.214 0.038  -0.25
C 4.670 -3.311 -3.448  -0.35
O 4.977 -3.435 -4.611  0.01
N 4.341 -2.146 -2.833  -0.19
C 3.965 -2.109 -1.440  -0.05
C 4.287 -0.915 -3.572  -0.05
H 4.594 -4.153 -2.736  0.13
H 4.282 -3.024 -0.939  0.07
H 2.882 -2.012 -1.321  0.09
H 4.445 -1.271 -0.934  0.08
H 3.338 -0.388 -3.440  0.10
H 5.096 -0.243 -3.258  0.08
H 4.394 -1.091 -4.638  0.08
C -4.372 2.702 -3.514  -0.34
O -5.257 3.298 -4.092  0.00
N -3.881 1.500 -3.904  -0.19
C -4.427 0.819 -5.030  -0.07
C -2.742 0.887 -3.246  -0.06
H -3.868 3.042 -2.599  0.12
H -3.646 0.497 -5.728  0.09
H -5.105 1.479 -5.565  0.08
H -4.971 -0.084 -4.725  0.09
H -1.948 0.653 -3.962  0.09
H -2.371 1.481 -2.421  0.07
H -3.018 -0.117 -2.894  0.08
C -1.094 3.915 -1.153  -0.32
O -1.750 4.269 -2.104  0.01
N -0.406 4.728 -0.323  -0.19
C 0.246 4.215 0.851  -0.05
C -0.369 6.138 -0.525  -0.07
H -0.983 2.853 -0.893  0.11
H 0.057 4.895 1.692  0.09
H 1.329 4.182 0.733  0.09
H -0.140 3.237 1.130  0.08
H 0.647 6.531 -0.603  0.09
H -0.963 6.404 -1.396  0.08
H -0.837 6.675 0.316  0.09
C 3.426 -0.770 2.068  -0.31
O 4.229 0.132 2.268  -0.01
N 3.804 -2.075 1.973  -0.20
C 2.788 -3.122 1.931  -0.05
C 5.148 -2.505 2.217  -0.06
H 2.344 -0.646 1.963  0.11
H 3.010 -3.841 1.145  0.08
H 1.804 -2.678 1.789  0.06
H 2.719 -3.622 2.907  0.09
H 5.816 -1.655 2.116  0.08
H 5.228 -2.962 3.209  0.09
H 5.418 -3.269 1.482  0.08
C -5.132 -0.624 -0.598  -0.18
C -5.236 -1.388 0.715  -0.17
C -5.732 -0.303 1.667  -0.20
O -5.317 0.958 1.133  -0.14
C -4.729 0.795 -0.165  -0.18
H -6.100 -0.570 -1.114  0.11
H -4.474 -1.038 -1.365  0.09
H -4.239 -1.740 0.986  0.10
H -5.917 -2.228 0.590  0.11
H -5.332 -0.416 2.677  0.11
H -6.828 -0.283 1.730  0.11
H -3.644 0.870 -0.081  0.10
H -5.179 1.488 -0.875  0.11
C -3.242 -4.846 -0.425  -0.18
C -1.820 -4.475 -0.821  -0.17
C -1.040 -4.773 0.458  -0.20
O -1.822 -5.720 1.199  -0.16
C -3.028 -6.047 0.472  -0.20
H -3.914 -5.003 -1.272  0.11
H -3.713 -4.049 0.161  0.10
H -1.712 -3.460 -1.188  0.09
H -1.504 -5.159 -1.616  0.11
H -0.901 -3.885 1.075  0.11
H -0.079 -5.222 0.194  0.11
H -3.806 -6.174 1.221  0.11
H -2.799 -6.963 -0.082  0.11
C -0.173 1.354 5.703  -0.17
C -0.897 0.848 4.443  -0.16
C -2.390 1.012 4.811  -0.18
O -2.428 1.585 6.128  -0.15
C -1.211 2.301 6.280  -0.23
H 0.798 1.791 5.478  0.11
H -0.040 0.529 6.405  0.11
H -0.621 -0.181 4.224  0.10
H -0.678 1.463 3.571  0.10
H -2.928 0.067 4.804  0.11
H -2.875 1.707 4.118  0.12
H -1.099 2.519 7.342  0.12
H -1.265 3.251 5.729  0.12
C 6.146 2.734 -1.520  -0.18
C 5.608 2.091 -0.249  -0.17
C 4.194 1.745 -0.683  -0.19
O 3.806 2.823 -1.562  -0.14
C 4.953 3.551 -1.990  -0.22
H 6.345 1.928 -2.241  0.10
H 7.100 3.261 -1.482  0.11
H 5.616 2.762 0.615  0.12
H 6.208 1.238 0.073  0.11
H 3.481 1.661 0.129  0.10
H 4.241 0.820 -1.265  0.08
H 4.942 4.540 -1.513  0.11
H 4.920 3.674 -3.075  0.11

The orbital gap comes out at 0.336 Ha. The calculation puts the HOMO energy at -6.78 eV. Its net charge is -1.



| no. | F_max (eV/Å) |
| --- | --- |
| 1 | 0.8 |
| 2 | 4.1 |
| 3 | 1.2 |